[1]
2 unconnected molecules or ions with the total composition C3H11N2OS in a non-equilibrium geometry, computed with ωB97M-V/def2-TZVPD.

Summary:
**Lowest unoccupied orbital energy**: 0.147 hartree
**HOMO-LUMO gap**: 6.95 eV
**Highest occupied orbital energy**: -3.0 eV
**Total charge**: -1
**ΔE to the lowest compared entry with this formula, charge and spin**: 32.7 kJ/mol
**Largest force on an atom**: 0.0225 hartree/bohr

```
18
Properties=species:S:1:pos:R:3:forces:R:3:lowdin_charge:R:1
N 0.064 1.233 -0.703 0.59 -0.44 -0.28 0.019
C -0.369 0.005 0.028 0.08 0.01 0.34 -0.487
C -1.085 -1.001 -0.896 -0.23 0.08 0.28 -0.705
S -0.103 -2.486 -1.212 0.28 -0.34 -0.22 0.242
C -1.010 0.383 1.380 0.62 0.52 -0.02 -0.253
N -0.177 1.366 2.111 -0.99 -0.20 0.56 -0.029
H 1.067 1.113 -0.829 0.23 0.31 0.44 0.043
H -0.163 1.115 -1.683 -0.75 -0.01 -0.07 0.046
H 0.528 -0.523 0.380 0.04 0.10 -0.29 0.071
H -2.056 -1.347 -0.539 -0.10 0.24 0.48 0.027
H -1.316 -0.479 -1.822 0.00 0.07 -0.26 0.029
H -2.022 0.790 1.328 -0.02 -0.07 -0.18 0.103
H -1.009 -0.489 2.023 -0.39 -0.48 -0.16 0.096
H -0.416 2.297 1.830 0.05 0.34 -0.35 0.035
H 0.793 1.241 1.909 0.55 -0.16 -0.24 0.038
H 1.824 -1.428 -1.441 -0.49 -0.34 -0.36 -0.125
H 2.788 -0.882 -0.449 0.17 0.03 -0.53 0.014
O 2.659 -0.908 -1.414 0.34 0.33 0.86 -0.164
```
Forces are in eV/Å.

[2]
A molecular structure, C3H11N2Ru in a non-equilibrium geometry, computed with ωB97M-V/def2-TZVPD.

Summary:
**2S+1**: 5
**Lowest unoccupied orbital energy (spin up / spin down)**: -0.122 / -0.197 hartree
**HOMO-LUMO gap (spin up / spin down)**: 7.07 / 7.70 eV
**Expectation value of S²**: 6.01
**Highest occupied orbital energy (spin up / spin down)**: -10.4 / -13.0 eV
**Total charge**: +1
**Largest force on an atom**: 0.1421 hartree/bohr

```
17
Properties=species:S:1:pos:R:3:forces:R:3:lowdin_spin:R:1
C -0.473 -1.124 -2.685 -0.23 0.01 -0.03 0.094
Ru -0.046 -0.209 -0.012 2.12 1.79 -1.38 3.041
N 0.397 1.064 1.553 1.30 1.73 2.04 0.166
H -1.026 0.880 -0.283 -2.76 2.57 -0.94 0.186
H -0.218 0.956 2.354 -0.31 -0.24 0.01 0.014
H -0.034 -0.237 -2.119 -0.23 -0.81 -1.14 0.044
H -1.162 -0.751 -3.467 0.43 -0.06 0.57 0.004
H -1.012 -1.783 -1.996 -0.22 0.40 -0.18 0.014
H 0.276 -1.775 -3.129 0.36 0.38 -0.13 0.004
H 1.329 0.960 1.946 0.31 -0.12 0.12 0.019
H 0.340 2.056 1.347 -0.15 0.15 -0.29 0.019
C -0.482 -4.487 1.003 -0.03 -0.04 -0.39 0.034
C -0.363 -3.103 0.624 0.04 1.73 0.21 0.203
N -0.268 -1.957 0.411 -0.61 -7.15 1.36 0.140
H 0.495 -4.953 0.958 0.17 -0.15 0.04 0.006
H -1.152 -4.974 0.302 -0.13 -0.24 -0.05 0.007
H -0.886 -4.561 2.006 -0.06 0.04 0.18 0.006
```
Forces are in eV/Å.

What is the formula in the second record?
C3H11N2Ru

The highest total charge belongs to which entry?
C3H11N2Ru